1.
ORCA calculation (ωB97M-V/def2-TZVPD) on 2 unconnected molecules or ions with the total composition C9H14BN.

Output
Calculated total energy   -430.84692 Ha
HOMO (alpha / beta)   -7.370 / -7.367 eV
ΔE to the lowest compared entry with this formula, charge and spin   44.4 kcal per mole

Each line ends with the natural charge from an NBO analysis.
CARTESIAN COORDINATES (ANGSTROEM)
B 0.94663 0.68420 0.18727  1.04
C -4.54439 -0.31803 -0.05098  -0.24
C -3.77864 -0.73950 1.02247  -0.21
C -3.94652 0.31264 -1.12901  -0.22
C -2.40601 -0.52642 1.01773  -0.31
C -2.57241 0.52033 -1.14071  -0.30
C -1.82474 0.09269 -0.06792  -0.15
C 1.19607 2.18599 0.54729  -1.08
C 1.30701 -1.68516 -0.43965  -0.40
C 3.22212 -0.24911 -0.15664  -0.39
N 1.77179 -0.35356 -0.10779  -0.75
H -5.61500 -0.48547 -0.04770  0.21
H -4.24638 -1.22975 1.86800  0.20
H -4.55260 0.65062 -1.95944  0.20
H -1.80954 -0.83690 1.86513  0.20
H -2.10679 1.01410 -1.98481  0.20
H 0.28675 2.78181 0.52430  0.27
H 1.89941 2.65039 -0.14710  0.24
H 1.61292 2.28731 1.54970  0.25
H 1.59846 -1.94585 -1.46225  0.19
H 1.74476 -2.42213 0.24114  0.19
H 0.22241 -1.71603 -0.35903  0.25
H 3.58364 -0.54998 -1.14437  0.20
H 3.52474 0.77527 0.04045  0.21
H 3.67734 -0.90506 0.59055  0.20

2.
ORCA calculation (ωB97M-V/def2-TZVPD) on 8 unconnected molecules or ions with the total composition C50H68F2N6O2.

Output
Calculated total energy   -2624.57979 Ha
HOMO   -7.960 eV
Structure (SMILES)   CC1(C)CCCC(C)(C)N1O.CC1(C)CCCC(C)(C)N1O.Fc1ccccc1.Fc1ccccc1.c1ccncc1.c1ccncc1.c1ccncc1.c1ccncc1

Each line ends with the Mulliken charge.
CARTESIAN COORDINATES (ANGSTROEM)
C 20.54078 14.35427 15.34134  -1.82
C 21.48727 15.45565 14.86397  1.41
C 21.82763 16.45299 16.05112  -1.56
C 22.78946 14.85903 14.23260  -1.18
C 23.59212 15.82618 13.40891  -0.47
C 22.66276 16.45426 12.35283  -1.56
C 21.42066 17.11924 12.88445  2.07
C 21.81176 18.40601 13.66225  -1.61
C 20.43804 17.45628 11.77184  -0.76
N 20.71545 16.03460 13.72713  0.64
O 19.59962 16.68644 14.25194  -0.28
H 20.97302 13.60732 16.02889  0.42
H 19.71961 14.87079 15.82849  0.40
H 20.21264 13.85658 14.44266  0.25
H 22.70725 16.99434 15.84451  0.37
H 20.97150 17.19104 16.22385  0.10
H 21.92738 15.86244 16.96906  0.51
H 23.36208 14.41532 15.06131  0.35
H 22.42320 14.06793 13.57460  0.26
H 24.10815 16.54242 14.08977  0.33
H 24.38496 15.23910 12.87367  0.42
H 22.36223 15.66759 11.66306  0.36
H 23.19584 17.13274 11.72697  0.41
H 20.99410 18.61498 14.35815  0.15
H 21.75352 19.27196 13.05226  0.53
H 22.73575 18.33105 14.25412  0.21
H 20.91927 18.15822 11.02185  0.62
H 19.55022 17.92962 12.19341  -0.51
H 20.07698 16.57370 11.22227  -0.34
H 18.86203 16.31265 13.68482  0.47
C 10.02902 13.91285 10.85484  -1.39
C 11.07556 12.76441 10.86620  1.08
C 12.30885 13.29298 11.71597  -2.01
C 10.49060 11.49178 11.39404  -1.04
C 9.36040 11.00165 10.50363  -0.74
C 9.80947 10.80292 9.06203  -1.15
C 10.58722 11.92950 8.50598  1.35
C 11.48525 11.36730 7.32044  -1.92
C 9.61933 13.04415 7.99732  -1.61
N 11.55495 12.45230 9.46117  0.97
O 12.19779 13.55488 8.87090  -0.46
H 9.02562 13.72141 10.53525  0.37
H 10.00592 14.32882 11.86387  0.48
H 10.29287 14.71278 10.09770  0.17
H 13.15384 12.57207 11.91809  0.37
H 12.69801 14.16129 11.11924  0.38
H 12.04340 13.69731 12.67005  0.57
H 11.31851 10.74096 11.44362  0.29
H 10.12775 11.75531 12.39837  0.39
H 8.82742 10.16977 10.98061  0.42
H 8.64474 11.83858 10.59607  0.27
H 9.00436 10.75328 8.33964  0.41
H 10.33208 9.83160 9.05356  0.35
H 10.89423 11.03470 6.50770  0.51
H 12.04550 10.52194 7.74931  0.41
H 12.11785 12.16978 6.96552  0.33
H 8.78840 13.27134 8.66021  0.41
H 9.25553 12.78165 7.03697  0.55
H 10.09560 14.04747 7.76994  0.19
H 11.57757 14.33717 8.86073  0.13
F 18.23677 10.22284 7.72772  -0.38
C 16.91354 10.39748 8.00988  0.41
C 16.29890 11.58542 7.76697  -0.21
C 14.98053 11.80705 8.17783  0.53
C 14.29354 10.81751 8.85680  -0.94
C 14.93175 9.53217 8.96798  -0.76
C 16.25200 9.31241 8.54132  -0.83
H 16.87702 12.37659 7.37128  0.26
H 14.54718 12.82431 8.04955  -0.07
H 13.38406 10.94590 9.33886  1.04
H 14.41112 8.65731 9.39340  0.36
H 16.62856 8.31630 8.55596  0.46
F 16.18659 19.00174 14.71765  -0.14
C 16.63192 19.60457 15.82898  0.51
C 15.77476 19.56970 16.94511  -0.80
C 16.29251 19.98496 18.14436  -0.30
C 17.65244 20.40717 18.26009  -0.77
C 18.40515 20.48975 17.10647  -0.56
C 17.94478 20.00454 15.83799  0.11
H 14.78037 19.26398 16.82860  0.48
H 15.67858 19.80319 18.99811  0.36
H 18.12889 20.70404 19.17084  0.40
H 19.34516 20.98769 17.04238  0.39
H 18.54843 20.15245 14.93435  0.33
C 15.37382 20.38394 11.26112  -0.70
C 16.09811 21.48716 11.71610  -0.41
C 17.36048 21.25390 12.25634  -0.40
N 17.94790 20.09132 12.36411  -0.20
C 17.26561 19.02930 11.86848  0.83
C 15.95232 19.14441 11.40491  -0.28
H 14.40640 20.47369 10.80212  0.45
H 15.71983 22.48701 11.51693  0.40
H 17.87844 22.13349 12.65943  0.35
H 17.73115 18.01858 12.01132  -0.46
H 15.45148 18.23824 11.09144  0.53
C 22.58697 12.45958 9.07444  -0.13
C 21.83534 12.95955 8.01319  -0.84
C 20.51172 13.15955 8.14503  -0.13
N 19.87692 12.82173 9.28810  0.27
C 20.60499 12.28015 10.30570  -0.13
C 21.93773 12.05216 10.23208  -0.67
H 23.66704 12.35262 9.06870  0.40
H 22.41573 13.33825 7.14520  0.31
H 19.85288 13.63614 7.32438  0.43
H 20.07260 11.94570 11.24619  0.28
H 22.49760 11.58354 11.04929  0.41
C 16.08079 13.70945 11.55357  0.25
C 17.40161 13.61178 11.10639  -0.92
C 18.25002 14.51118 11.70182  -0.61
N 17.85764 15.53395 12.51056  0.14
C 16.57944 15.56730 12.88068  0.00
C 15.64086 14.59939 12.48084  -1.06
H 15.36745 12.96569 11.15385  0.03
H 17.71013 12.99070 10.27970  0.49
H 19.27992 14.34662 11.45556  0.57
H 16.26425 16.42240 13.58055  0.27
H 14.60937 14.67256 12.66545  0.47
C 17.56463 15.10590 7.87507  0.92
C 16.29552 15.07789 7.26969  -0.41
C 15.58657 16.21111 7.26429  -0.63
N 15.95474 17.38650 7.75386  -0.67
C 17.13813 17.37398 8.34997  -0.63
C 17.98144 16.28995 8.44963  0.06
H 18.19191 14.18887 7.89354  -0.55
H 15.88062 14.14728 6.85816  0.47
H 14.57993 16.26374 6.85114  0.40
H 17.41628 18.33957 8.70879  0.63
H 18.92613 16.43174 8.96222  0.32

3.
ORCA calculation (ωB97M-V/def2-TZVPD) on a molecular structure, C26H29ClFeOPSi.

Output
Multiplicity   6
Calculated total energy   -3437.99988 Ha
HOMO (alpha / beta)   -5.267 / -7.812 eV
ΔE to the lowest compared entry with this formula, charge and spin   18.5 kcal per mole

Each line ends with the natural charge from an NBO analysis.
CARTESIAN COORDINATES (ANGSTROEM)
C -1.22136 -1.43463 1.40584  -0.31
C -1.01648 -1.95888 0.14149  -0.39
C 0.41079 -2.16072 -0.08782  -0.35
H -1.82082 -2.22755 -0.49733  0.23
C 1.12840 -1.71216 1.00033  -0.35
C 0.12064 -1.16776 1.95940  -0.02
H 0.56790 -0.91948 2.94063  0.10
H -2.08589 -0.94180 1.86141  0.23
H 0.85171 -2.63897 -0.93630  0.24
H 2.21823 -1.59068 1.17318  0.25
Fe 0.05175 0.06562 -0.02410  1.22
Cl 1.89345 1.35731 0.14736  -0.65
P 0.01482 0.32381 -2.28174  0.87
C 1.23746 -0.72467 -3.12727  -0.36
C 0.93884 -1.43302 -4.29969  -0.16
H -0.06635 -1.41044 -4.71278  0.22
C 1.92843 -2.17389 -4.94836  -0.24
H 1.68000 -2.72388 -5.85509  0.22
C 3.22751 -2.20673 -4.44263  -0.20
H 3.99776 -2.78521 -4.95071  0.22
C 3.53563 -1.49012 -3.28500  -0.20
H 4.54975 -1.50187 -2.88970  0.22
C 2.54971 -0.75636 -2.63191  -0.21
H 2.79630 -0.18934 -1.73484  0.26
C -1.58413 -0.14956 -2.99666  -0.38
C -2.04507 -1.47347 -2.91543  -0.20
H -1.40914 -2.25124 -2.49390  0.22
C -3.31266 -1.81056 -3.38526  -0.21
H -3.65440 -2.84272 -3.32345  0.22
C -4.13936 -0.82953 -3.93528  -0.20
H -5.13077 -1.09119 -4.29992  0.22
C -3.69066 0.48852 -4.01285  -0.23
H -4.32984 1.26047 -4.43502  0.22
C -2.42303 0.82821 -3.54660  -0.14
H -2.07923 1.85828 -3.60845  0.22
C 0.33673 1.96607 -2.95535  -0.38
C 0.84818 2.09365 -4.25116  -0.14
H 1.09526 1.20621 -4.82867  0.21
C 1.05256 3.35429 -4.81037  -0.22
H 1.45230 3.43330 -5.81986  0.21
C 0.75321 4.50182 -4.07832  -0.20
H 0.91626 5.48533 -4.51513  0.22
C 0.24832 4.38247 -2.78185  -0.21
H 0.01731 5.27594 -2.20380  0.22
C 0.03786 3.12595 -2.22051  -0.17
H -0.35105 3.04232 -1.20759  0.22
C -1.15002 1.46964 4.24558  -1.20
Si -0.04498 0.12816 4.03533  1.87
C 1.70163 0.46373 4.50534  -1.15
C -0.76336 -1.48087 4.74449  -1.12
O -0.00034 0.34774 1.97476  -0.98
H -1.14396 1.54118 5.33342  0.23
H -2.13577 1.23531 3.86889  0.26
H -0.73270 2.35757 3.78728  0.27
H 1.61546 0.58957 5.59124  0.24
H 2.42629 -0.33321 4.29540  0.26
H 2.05378 1.39940 4.05466  0.27
H -1.79189 -1.66682 4.40776  0.25
H -0.16773 -2.39080 4.57638  0.25
H -0.77012 -1.26312 5.81761  0.23

4.
ORCA calculation (ωB97M-V/def2-TZVPD) on a molecular structure, C4H5BiLiO2.

Output
Multiplicity   2
Net charge   +2
Calculated total energy   -527.34128 Ha
HOMO (alpha / beta)   -15.820 / -16.176 eV
ΔE to the lowest compared entry with this formula, charge and spin   0.0 kcal per mole

Each line ends with the natural charge from an NBO analysis.
CARTESIAN COORDINATES (ANGSTROEM)
H -1.11774 0.95982 -1.23322  0.22
C 0.71086 1.51985 0.11672  0.50
C -0.64944 0.98917 0.00632  -0.55
C -0.72444 -0.31134 0.70972  -0.26
C -0.17487 -1.44958 0.19040  0.16
O -0.17261 -2.60562 0.77638  -0.86
Bi 0.39555 -4.46983 0.57134  1.60
H 1.17929 1.54129 1.11864  0.18
H -1.37663 1.73892 0.34138  0.31
H -1.11973 -0.33525 1.72777  0.25
H 0.30471 -1.38881 -0.80236  0.16
O 1.40244 1.85200 -0.85239  -0.71
Li 1.34262 1.95940 -2.67071  0.98

5.
ORCA calculation (ωB97M-V/def2-TZVPD) on 2 unconnected molecules or ions with the total composition C6H14N2.

Output
Calculated total energy   -346.44549 Ha
HOMO   -8.701 eV
Structure (SMILES)   C=CC=C.NCCN
ΔE to the lowest compared entry with this formula, charge and spin   51.2 kcal per mole

Each line ends with the natural charge from an NBO analysis.
CARTESIAN COORDINATES (ANGSTROEM)
C 1.19017 -1.24470 -0.92176  -0.37
C 2.13754 -0.39109 -0.43475  -0.23
C 3.03098 0.37325 -1.31844  -0.22
C 4.04385 1.14691 -0.83596  -0.39
H 1.07249 -1.30688 -2.00146  0.19
H 0.68678 -1.97990 -0.31192  0.21
H 2.18885 -0.20322 0.68795  0.20
H 2.85271 0.22974 -2.38660  0.20
H 4.75419 1.64525 -1.53034  0.21
H 4.22106 1.17565 0.25425  0.20
N -1.84844 -1.87787 0.73323  -0.84
C -2.54377 -0.52502 0.99811  -0.22
C -1.83534 0.66440 0.32835  -0.23
N -2.74569 1.83765 0.33025  -0.82
H -2.48363 -2.61560 1.04670  0.36
H -0.99941 -1.94319 1.29746  0.35
H -2.63091 -0.29176 2.07411  0.16
H -3.56512 -0.59427 0.58275  0.20
H -0.84901 0.83949 0.86755  0.16
H -1.59858 0.29801 -0.68324  0.20
H -2.81080 2.11660 1.31218  0.34
H -2.26791 2.64653 -0.08842  0.36